The following is a quantum chemistry calculation of the molecule C7H12Si at a distorted geometry, from OMol25.

The geometry in XYZ format:
```
20
Properties=species:S:1:pos:R:3:nbo_charge:R:1
C -1.403 1.027 -0.040 -0.225
C -1.026 2.321 -0.312 -0.208
C -0.438 -0.067 -0.153 -0.121
C 0.790 0.259 -0.577 -0.368
C 0.347 2.625 -0.673 -0.363
C -1.140 -2.171 1.337 -0.596
C -0.868 -1.484 -0.130 -0.421
Si 2.526 -0.234 -0.477 0.862
H -2.440 0.823 0.222 0.211
H -1.762 3.100 -0.356 0.220
H 0.750 3.390 -1.376 0.225
H 0.968 2.593 0.184 0.213
H -0.784 -3.157 1.264 0.203
H -2.192 -2.269 1.502 0.205
H -0.553 -1.793 2.105 0.209
H -1.822 -1.590 -0.540 0.216
H -0.291 -2.249 -0.621 0.221
H 3.297 0.057 -1.815 -0.153
H 2.977 -1.593 -0.227 -0.169
H 3.063 0.415 0.684 -0.162
```

For the electronic energy, the calculation gives -15325.899 eV. The HOMO-LUMO gap (alpha / beta) comes out at 8.1 / 8.1 eV. As for the energy above the lowest of the compared OMol25 structures with the same formula, charge and spin: 444.3 kJ/mol. As for the largest force on an atom: 3.9 eV/Å. As for the LUMO energy (alpha / beta): -0.16 / -0.17 eV.

=====

The following is a quantum chemistry calculation of the molecule C3H5NO4 at a distorted geometry, from OMol25.

The geometry in XYZ format:
```
13
Properties=species:S:1:pos:R:3:nbo_charge:R:1
N -1.706 0.427 1.182 -0.804
C -0.409 0.149 0.590 0.129
O -0.006 -1.089 1.118 -0.707
C -0.485 0.213 -0.982 0.750
O -1.381 0.729 -1.638 -0.479
O 0.540 -0.459 -1.571 -0.507
C 1.755 0.019 -1.240 0.620
O 2.743 -0.684 -1.110 -0.518
H -1.638 0.163 2.164 0.372
H -2.372 -0.236 0.786 0.366
H 0.290 0.923 0.922 0.175
H 0.913 -1.265 0.850 0.478
H 1.756 1.109 -1.070 0.125
```

Its SMILES is N[C@@H](O)C(=O)OC=O. For the electronic energy, the calculation gives -12871.287 eV. The HOMO-LUMO gap comes out at 10.6 eV. As for the energy above the lowest of the compared OMol25 structures with the same formula, charge and spin: 153.2 kJ/mol. As for the largest force on an atom: 3.7 eV/Å. As for the LUMO energy: 0.03 eV.

=====

The following is a quantum chemistry calculation of the ion C2H8NS2 with charge +1 at a distorted geometry, from OMol25.

The geometry in XYZ format:
```
13
Properties=species:S:1:pos:R:3:nbo_charge:R:1
N 0.983 1.502 0.730 -0.703
C 0.456 0.066 0.806 -0.232
C -0.104 -0.316 -0.481 -0.599
S -0.611 -2.085 -0.354 0.124
S -1.688 -2.224 -2.156 -0.096
H 1.907 1.494 0.162 0.458
H 0.331 2.149 0.247 0.446
H 1.080 1.892 1.698 0.457
H 1.379 -0.654 1.124 0.257
H -0.320 0.292 1.722 0.244
H 0.592 -0.089 -1.375 0.243
H -1.034 0.225 -0.553 0.235
H -2.971 -2.252 -1.571 0.166
```

Its SMILES is [NH3+]CCSS. For the electronic energy, the calculation gives -25356.496 eV. The HOMO-LUMO gap comes out at 8.5 eV. The charge is +1. As for the energy above the lowest of the compared OMol25 structures with the same formula, charge and spin: 100.4 kJ/mol. As for the largest force on an atom: 4.5 eV/Å. As for the LUMO energy: -4.11 eV.

=====

The following is a quantum chemistry calculation of a structure of composition C19H23BrNW at a distorted geometry, from OMol25.

The geometry in XYZ format:
```
45
Properties=species:S:1:pos:R:3:nbo_charge:R:1
C -0.674 0.440 -2.367 -0.325
C 0.179 -0.445 -3.265 -0.624
C -2.163 0.106 -2.476 -0.618
C -0.395 1.902 -2.696 -0.614
H -2.605 0.654 -3.321 0.218
H -2.734 0.385 -1.586 0.201
H -2.345 -0.959 -2.640 0.208
H -0.184 -0.355 -4.302 0.219
H 0.149 -1.507 -3.009 0.198
H 1.228 -0.134 -3.252 0.202
H -0.364 2.038 -3.788 0.219
H 0.575 2.230 -2.309 0.190
H -1.161 2.575 -2.304 0.207
C -0.219 -1.795 1.495 -0.276
C -1.333 -1.852 0.599 -0.244
C -0.831 -2.141 -0.705 -0.293
H -2.388 -1.807 0.860 0.257
C 0.592 -2.266 -0.611 -0.308
C 0.974 -2.010 0.746 -0.262
H 1.982 -2.076 1.157 0.263
H -0.268 -1.688 2.575 0.255
H -1.430 -2.380 -1.577 0.270
H 1.229 -2.664 -1.396 0.257
C 0.424 1.795 1.504 -0.255
C -0.490 0.930 2.162 -0.249
C -1.702 0.893 1.408 -0.222
H -0.290 0.426 3.104 0.256
C -1.555 1.763 0.285 -0.331
C -0.241 2.340 0.353 -0.350
H 0.093 3.178 -0.249 0.266
H 1.407 2.086 1.868 0.263
H -2.624 0.377 1.667 0.255
H -2.332 2.057 -0.411 0.275
W -0.048 0.086 -0.220 1.274
Br 4.406 4.037 -1.043 0.129
C 3.893 2.202 -1.140 -0.105
C 4.751 1.241 -1.665 -0.140
C 4.278 -0.077 -1.687 -0.225
C 3.010 -0.369 -1.197 0.069
N 2.133 0.567 -0.714 -0.499
C 2.625 1.857 -0.686 0.027
H 5.733 1.514 -2.028 0.257
H 4.855 -0.907 -2.100 0.253
H 2.681 -1.409 -1.238 0.222
H 1.992 2.653 -0.312 0.231
```

For the electronic energy, the calculation gives -93425.761 eV. The spin multiplicity is 3. The HOMO-LUMO gap (alpha / beta) comes out at 6.0 / 7.5 eV. As for the expectation value of S²: 2.019. The charge is +1. As for the largest force on an atom: 2.6 eV/Å. As for the LUMO energy (alpha / beta): -3.50 / -4.04 eV.

=====

The following is a quantum chemistry calculation of the molecule C6H7N at a distorted geometry, from OMol25.

The geometry in XYZ format:
```
14
Properties=species:S:1:pos:R:3:nbo_charge:R:1
C 0.281 -1.569 1.611 -0.653
C 0.144 -0.648 0.445 0.202
C 0.532 0.393 -1.442 -0.211
C -0.920 0.351 0.314 -0.080
C 0.797 1.728 -0.791 -0.222
C -0.852 0.894 -0.941 -0.262
N 0.937 -0.673 -0.578 -0.323
H 0.779 0.279 -2.493 0.247
H -1.694 0.527 1.049 0.228
H 0.603 2.544 -1.510 0.129
H -1.562 1.562 -1.402 0.253
H -0.659 -2.082 1.826 0.219
H 1.055 -2.308 1.411 0.242
H 0.558 -1.000 2.502 0.231
```

For the electronic energy, the calculation gives -7820.740 eV. The HOMO-LUMO gap comes out at 7.6 eV. As for the energy above the lowest of the compared OMol25 structures with the same formula, charge and spin: 473.5 kJ/mol. As for the largest force on an atom: 1.5 eV/Å. As for the LUMO energy: -0.63 eV.

=====

The following is a quantum chemistry calculation of a structure of composition C20H17BrCoF6N6O6S2 at a distorted geometry, from OMol25.

The geometry in XYZ format:
```
59
Properties=species:S:1:pos:R:3:nbo_charge:R:1
Co -0.123 0.042 -0.131 1.500
C 5.735 -0.182 -0.189 -0.640
C 4.437 -0.086 0.539 -0.018
C 4.373 0.369 1.856 -0.133
C 3.149 0.503 2.492 -0.241
C 2.017 0.187 1.765 0.151
Br 0.233 0.424 2.463 0.133
N 2.046 -0.272 0.518 -0.536
C 3.228 -0.412 -0.074 0.052
H 6.565 -0.276 0.506 0.237
H 5.887 0.731 -0.765 0.239
H 5.748 -1.018 -0.884 0.232
H 5.283 0.627 2.378 0.240
H 3.065 0.849 3.509 0.254
H 3.208 -0.800 -1.083 0.199
N -0.032 0.435 -2.458 -0.848
C 0.369 1.787 -2.744 -0.236
C 0.786 2.573 -1.377 0.775
O 1.189 3.687 -1.523 -0.237
O 0.649 1.847 -0.369 -0.691
H 0.569 -0.253 -2.899 0.403
H -1.003 0.262 -2.698 0.434
H -0.431 2.398 -3.161 0.266
H 1.253 1.852 -3.378 0.246
F -2.979 0.792 -2.688 -0.331
C -3.480 1.742 -1.885 0.743
F -4.773 1.850 -2.090 -0.281
F -2.884 2.874 -2.272 -0.321
S -3.040 1.421 -0.057 2.246
O -2.075 0.306 -0.197 -1.085
O -2.444 2.618 0.409 -0.891
N -4.326 0.982 0.683 -1.150
S -4.783 -0.492 0.243 2.236
O -4.280 -0.788 -1.065 -0.954
O -6.126 -0.789 0.553 -0.866
C -3.730 -1.580 1.400 0.724
F -4.469 -2.245 2.270 -0.295
F -3.040 -2.471 0.674 -0.327
F -2.825 -0.880 2.093 -0.331
N -0.212 -9.543 -4.816 -0.247
C -0.271 -8.641 -4.115 0.249
C -0.339 -7.516 -3.261 -0.164
C -0.448 -6.237 -3.802 -0.135
C -0.485 -5.138 -2.972 -0.236
C -0.414 -5.290 -1.588 0.234
C -0.332 -6.573 -1.049 -0.246
C -0.293 -7.676 -1.878 -0.118
N -0.360 -4.155 -0.749 -0.343
C -0.150 -4.147 0.604 -0.052
C -0.033 -2.847 0.981 -0.066
N -0.168 -2.047 -0.121 -0.595
C -0.380 -2.866 -1.136 0.218
H -0.490 -6.112 -4.872 0.242
H -0.566 -4.163 -3.422 0.212
H -0.293 -6.732 0.015 0.228
H -0.216 -8.666 -1.460 0.243
H -0.096 -5.026 1.208 0.240
H 0.136 -2.462 1.966 0.234
H -0.569 -2.535 -2.136 0.205
```

For the electronic energy, the calculation gives -187878.282 eV. The spin multiplicity is 5. The HOMO-LUMO gap (alpha / beta) comes out at 9.0 / 4.4 eV. As for the expectation value of S²: 6.013. The charge is +1. As for the energy above the lowest of the compared OMol25 structures with the same formula, charge and spin: 94.9 kJ/mol. As for the largest force on an atom: 2.8 eV/Å. As for the LUMO energy (alpha / beta): -3.05 / -7.69 eV.